1.
{"formula": "C6H11EuNO2", "method": "wB97M-V/def2-TZVPD", "symbols": ["C", "C", "C", "C", "C", "N", "O", "C", "O", "H", "H", "H", "H", "H", "H", "H", "H", "H", "H", "H", "Eu"], "coordinates": [[2.0067, -0.4386, 0.7154], [1.0567, -1.1840, -0.3991], [-0.3920, -0.3875, -0.3227], [-0.2135, 1.1352, -0.9688], [-0.3465, 2.1349, 0.3149], [-1.4460, 2.1518, 1.0674], [-1.5127, -1.1344, -0.9006], [-2.2110, -1.7137, 0.2611], [-3.2880, -1.2345, 0.7066], [2.2387, 0.6323, 0.3450], [2.9625, -1.0698, 0.8552], [1.4191, -0.3453, 1.7132], [0.8616, -2.2591, -0.0446], [1.5693, -1.1242, -1.4407], [-0.6176, -0.2926, 0.8136], [-1.0398, 1.3312, -1.7615], [0.8779, 1.2144, -1.4205], [0.4913, 2.8571, 0.6426], [-1.3202, 2.8549, 1.8335], [-1.6907, -2.6097, 0.7873], [0.5942, -0.5183, -2.7971]], "mulliken_spin": [-0.001, -0.003, 0.008, -0.003, -0.005, 0.000, 0.000, 0.000, -0.001, -0.001, 0.000, 0.000, -0.002, -0.013, -0.002, 0.000, 0.002, 0.000, 0.000, 0.000, 7.021], "e_lumo_ev": [-9.070, -8.876], "orbital_gap_ev": [8.183, 8.381], "total_charge": 2, "total_energy_ev": -31291.8356, "multiplicity": 8}

2.
{"formula": "C6H11F2IN2P", "method": "wB97M-V/def2-TZVPD", "symbols": ["C", "C", "C", "C", "C", "C", "N", "N", "F", "F", "P", "I", "H", "H", "H", "H", "H", "H", "H", "H", "H", "H", "H"], "coordinates": [[0.3667, -1.1119, 0.6327], [2.8382, -1.2288, 0.2219], [-3.7253, 1.1303, 0.4769], [3.5132, 1.8874, -0.2752], [-1.9602, -0.8423, 0.2407], [-2.3009, 0.7019, 0.1782], [1.6186, -1.2134, 0.2624], [-0.6427, -1.1087, -0.2196], [-1.4171, 1.2281, 1.0805], [-1.8442, 1.2022, -1.0174], [4.1431, -2.3869, 0.1842], [1.5755, 2.4308, -0.1007], [0.2290, -1.2393, 1.7361], [-4.1491, 1.2733, -0.4508], [-3.7660, 2.1433, 0.7487], [-4.2497, 0.6008, 1.2791], [3.9664, 1.5664, 0.6696], [4.2843, 2.4425, -0.8374], [-2.7852, -1.2924, -0.5447], [-2.0376, -1.2587, 1.1960], [-0.3950, -1.2801, -1.2037], [5.1172, -1.5060, 0.5095], [4.0238, -2.2850, -1.1794]], "nbo_charge": [0.290, 0.185, -0.705, -0.597, -0.270, 0.697, -0.408, -0.502, -0.360, -0.344, 0.419, 0.240, 0.242, 0.251, 0.258, 0.249, 0.180, 0.209, 0.241, 0.229, 0.440, 0.018, 0.038], "e_lumo_ev": [-5.200, -3.910], "orbital_gap_ev": [5.999, 7.899], "total_charge": 1, "total_energy_ev": -32193.0763}

3.
{"formula": "C6H11F5NO2", "method": "wB97M-V/def2-TZVPD", "symbols": ["N", "C", "F", "F", "C", "F", "F", "F", "H", "H", "H", "O", "C", "O", "C", "C", "C", "H", "H", "H", "H", "H", "H", "H", "H"], "coordinates": [[-2.0301, 3.2325, 2.0318], [-0.6277, 2.7759, 2.4120], [-0.2722, 3.5250, 3.4336], [-0.7349, 1.5133, 2.7611], [0.3387, 2.9538, 1.2001], [0.1441, 4.1737, 0.6912], [0.0146, 2.0526, 0.2829], [1.5747, 2.8100, 1.5916], [-2.6907, 2.8631, 2.7278], [-2.3031, 2.8852, 1.1029], [-2.0830, 4.2578, 2.0229], [-1.7344, -2.8220, -0.0888], [-0.8040, -2.4723, -0.7638], [-0.2394, -3.3494, -1.6081], [0.8370, -3.0085, -2.4954], [2.1828, -3.0706, -1.8072], [-0.2410, -1.0710, -0.6350], [0.6565, -2.0376, -2.9581], [0.7727, -3.7571, -3.2823], [2.2698, -2.3234, -1.0174], [2.9780, -2.8923, -2.5315], [2.3333, -4.0552, -1.3662], [0.5398, -1.0836, 0.1269], [-1.0595, -0.4472, -0.2849], [0.1782, -0.6527, -1.5462]], "nbo_charge": [-0.727, 0.749, -0.259, -0.257, 0.917, -0.299, -0.288, -0.252, 0.473, 0.470, 0.473, -0.570, 0.795, -0.492, -0.070, -0.637, -0.741, 0.171, 0.209, 0.199, 0.226, 0.229, 0.238, 0.221, 0.223], "e_lumo_ev": -4.252, "orbital_gap_ev": 8.175, "total_charge": 1, "total_energy_ev": -25565.6366}

4.
{"formula": "C6H11HgN5O2SbSe4", "method": "wB97M-V/def2-TZVPD", "symbols": ["Hg", "C", "O", "C", "O", "N", "N", "H", "H", "H", "H", "H", "H", "Se", "Sb", "Se", "Se", "Se", "N", "C", "C", "N", "C", "C", "N", "H", "H", "H", "H", "H"], "coordinates": [[1.6272, 0.6047, 1.7718], [-1.1215, 3.6057, 2.3913], [-0.6385, 3.4383, 1.0675], [-1.0562, 2.3235, 0.4113], [-1.8703, 1.5341, 0.8567], [-0.4317, 2.2504, -0.7709], [-0.4963, 1.0353, -1.4898], [-1.7001, 4.5295, 2.4388], [-0.2653, 3.6757, 3.0581], [-1.7480, 2.7660, 2.6784], [0.4297, 2.7747, -0.8535], [-0.1326, 0.3185, -0.8702], [0.2216, 1.1329, -2.1963], [4.6899, -1.8453, -1.6382], [4.9838, 0.6168, -1.7299], [2.8078, 1.7653, -1.4413], [6.7303, 1.4257, -0.1706], [5.6207, 1.2772, -4.0756], [-3.6416, -2.8987, 0.1256], [-2.2543, -2.8308, 0.0969], [-1.5892, -1.6066, 0.2471], [-0.2716, -1.5405, 0.2405], [0.4160, -2.6762, 0.0946], [-0.2503, -3.8766, -0.0471], [-1.5852, -3.9650, -0.0502], [-4.1164, -2.0418, -0.1053], [-4.0224, -3.7206, -0.3108], [-2.1306, -0.6689, 0.3729], [1.4985, -2.5986, 0.0708], [0.2967, -4.8049, -0.1729]], "nbo_charge": [0.004, -0.262, -0.526, 0.874, -0.697, -0.474, -0.668, 0.162, 0.186, 0.213, 0.414, 0.377, 0.385, -0.874, 1.041, -0.956, -0.842, -0.350, -0.812, 0.317, -0.046, -0.380, -0.047, -0.001, -0.462, 0.380, 0.381, 0.234, 0.239, 0.190], "e_lumo_ev": [4.477, 3.674], "orbital_gap_ev": [5.598, 4.785], "total_charge": -2, "total_energy_ev": -290046.0663, "multiplicity": 2}